Record 1
Formula: C10H17NO
Source: the Open Molecules 2025 dataset
Level of theory: the ωB97M-V functional and the def2-TZVPD basis

Last column: Mulliken charge in e.
CARTESIAN COORDINATES (ANGSTROEM)
C (3.978, 3.635, 3.467)  -0.68
C (3.487, 3.081, 2.332)  -0.19
C (2.286, 2.187, 2.325)  -0.20
C (1.696, 1.471, 1.301)  -0.27
C (0.738, 0.404, 1.483)  0.24
C (0.542, -0.205, 2.661)  -0.82
H (3.435, 3.798, 4.407)  0.28
H (5.073, 3.874, 3.412)  0.21
H (4.066, 3.089, 1.403)  0.28
H (1.838, 2.018, 3.296)  0.21
H (1.998, 1.686, 0.263)  0.31
H (0.176, 0.057, 0.627)  0.15
H (1.108, 0.105, 3.530)  0.24
H (-0.256, -0.923, 2.834)  0.26
C (-0.106, -3.145, -2.333)  -1.09
C (-1.146, -2.532, -1.380)  -0.12
C (-2.156, -1.604, -1.967)  0.84
C (-3.129, -2.099, -2.989)  -1.58
N (-2.105, -0.395, -1.542)  -0.30
O (-3.012, 0.486, -2.141)  -0.39
H (-0.609, -3.844, -3.046)  0.28
H (0.616, -3.717, -1.737)  0.34
H (0.458, -2.402, -2.901)  0.33
H (-0.661, -1.946, -0.578)  -0.07
H (-1.637, -3.387, -0.892)  0.28
H (-4.159, -1.871, -2.721)  0.53
H (-2.906, -1.603, -3.957)  0.34
H (-3.031, -3.180, -3.140)  0.29
H (-3.820, -0.035, -2.284)  0.30

Output
**SMILES string**: C=C/C=C/C=C.CC/C(C)=N/O
**Net charge**: 0
**E_LUMO**: 0.40 eV
**E_tot**: -521.0765 Ha
**Energy relative to the best compared isomer or geometry (same formula, charge and spin)**: 76.2 kcal/mol


Record 2
Formula: C18H24F2N4PdS
Source: the Open Molecules 2025 dataset
Level of theory: the ωB97M-V functional and the def2-TZVPD basis

Last column: Mulliken charge in e.
CARTESIAN COORDINATES (ANGSTROEM)
Pd (-0.379, -0.025, 0.499)  -0.13
C (-4.585, -1.290, -1.299)  -0.79
C (-3.996, -0.786, -2.619)  -0.89
C (-3.693, 0.693, -2.540)  0.41
C (-4.676, 1.599, -2.931)  -0.58
C (-4.510, 2.963, -2.754)  -0.99
C (-3.356, 3.429, -2.145)  -0.59
C (-2.354, 2.555, -1.736)  0.43
C (-1.097, 3.104, -1.111)  -0.29
C (0.032, 3.288, -2.127)  -1.08
C (-2.516, 1.186, -1.962)  0.06
N (-1.481, 0.297, -1.559)  0.71
C (-0.888, -0.398, -2.466)  0.13
C (0.099, -1.378, -2.142)  -0.43
C (0.884, -2.148, -2.998)  -0.86
C (1.733, -2.899, -2.178)  -0.87
C (1.417, -2.533, -0.867)  -0.77
N (0.421, -1.631, -0.829)  0.62
H (-4.817, -2.355, -1.348)  0.41
H (-5.498, -0.747, -1.049)  0.36
H (-3.864, -1.127, -0.493)  -0.09
H (-4.707, -0.954, -3.430)  0.52
H (-3.107, -1.371, -2.848)  0.25
H (-5.588, 1.218, -3.378)  0.41
H (-5.273, 3.656, -3.085)  0.40
H (-3.218, 4.493, -1.984)  0.41
H (-0.761, 2.433, -0.316)  -0.24
H (-1.331, 4.061, -0.640)  0.56
H (0.356, 2.326, -2.527)  0.21
H (0.899, 3.771, -1.670)  0.35
H (-0.300, 3.908, -2.962)  0.36
H (-1.116, -0.227, -3.521)  0.35
H (0.836, -2.151, -4.077)  0.49
H (2.478, -3.618, -2.481)  0.44
H (1.886, -2.886, 0.042)  0.44
F (1.891, 0.850, -0.440)  -0.25
C (1.379, 0.622, 0.790)  0.09
F (2.162, -0.318, 1.397)  -0.27
H (1.423, 1.534, 1.387)  0.35
C (-2.603, -3.119, 1.352)  -1.14
N (-2.244, -1.740, 1.644)  0.04
C (-1.070, -1.383, 2.205)  0.14
N (-0.147, -2.359, 2.411)  -0.40
S (-0.901, 0.198, 2.867)  -0.29
H (-3.618, -3.133, 0.966)  0.37
H (-2.544, -3.738, 2.249)  0.40
H (-1.950, -3.530, 0.581)  0.35
H (-2.982, -1.072, 1.803)  0.34
H (-0.129, -3.127, 1.756)  0.27
H (0.762, -2.011, 2.676)  0.28

Output
**Net charge**: 0
**E_LUMO**: -0.05 eV
**E_tot**: -1645.1102 Ha


Record 3
Formula: C3H2ClNOS2
Source: the Open Molecules 2025 dataset
Level of theory: the ωB97M-V functional and the def2-TZVPD basis

Last column: Mulliken charge in e.
CARTESIAN COORDINATES (ANGSTROEM)
O (-1.541, -1.397, 0.054)  -0.47
C (-0.621, -0.440, -0.111)  0.71
C (-0.961, 0.875, -0.016)  -0.56
S (0.398, 2.037, -0.009)  -0.02
C (1.629, 0.782, -0.073)  0.25
S (3.239, 0.665, -0.047)  -0.22
N (0.646, -0.723, -0.309)  -0.25
Cl (1.504, -2.145, -0.081)  0.01
H (-2.400, -0.908, 0.146)  0.33
H (-1.894, 1.254, 0.447)  0.23

Output
**SMILES string**: Oc1csc(=S)n1Cl
**Net charge**: 0
**E_LUMO (alpha / beta)**: -0.24 / -0.24 eV
**E_tot**: -1501.9697 Ha
**Energy relative to the best compared isomer or geometry (same formula, charge and spin)**: 76.7 kcal/mol


Record 4
Formula: C4H7NO2
Source: the Open Molecules 2025 dataset
Level of theory: the ωB97M-V functional and the def2-TZVPD basis

Last column: Mulliken charge in e.
CARTESIAN COORDINATES (ANGSTROEM)
C (-1.318, -0.121, -0.553)  -1.09
C (-0.740, 0.293, 0.802)  0.80
N (-1.090, 1.289, 1.496)  -0.66
O (0.251, -0.438, 1.360)  -0.39
C (1.369, -0.752, 0.568)  -0.36
C (1.396, -0.142, -0.832)  -0.10
O (1.908, 0.923, -0.984)  -0.44
H (-2.316, 0.252, -0.616)  0.44
H (-0.762, 1.056, -1.632)  0.28
H (-1.560, -1.236, -0.689)  0.24
H (-1.919, 1.732, 1.121)  0.25
H (2.212, -0.242, 1.030)  0.27
H (1.486, -1.840, 0.617)  0.33
H (1.083, -0.774, -1.688)  0.41

Output
**Net charge**: 0
**E_LUMO**: -0.34 eV
**E_tot**: -361.6881 Ha
**Energy relative to the best compared isomer or geometry (same formula, charge and spin)**: 121.0 kcal/mol